C18H34N2O2 | ωB97M-V with the def2-TZVPD basis set

CARTESIAN COORDINATES (ANGSTROEM)
C (3.41848, 1.69319, -7.18885)
C (2.60553, 1.47384, -5.80445)
C (3.33543, 0.36016, -4.86504)
C (2.62363, 0.26881, -3.66514)
H (1.46463, -0.05587, -3.98764)
C (3.38569, -0.68260, -2.88212)
H (4.46888, -0.26229, -2.75108)
H (3.37209, -1.83856, -3.39216)
C (2.77512, -1.09875, -1.48346)
C (1.26726, -1.51123, -1.50580)
C (0.97975, -1.95192, -0.03546)
H (1.51623, -2.78528, 0.27530)
C (0.67556, -0.63335, 0.67138)
C (0.43567, -1.05342, 2.26384)
O (1.07026, -1.53562, 2.99774)
N (-0.89091, -0.85420, 2.31548)
H (-1.63937, -0.48396, 1.54795)
C (-1.59332, -1.23045, 3.55527)
H (-0.85876, -1.89105, 4.31706)
H (-2.30892, -1.98666, 3.45286)
C (-2.21731, -0.19545, 4.25677)
N (-3.43538, 0.12028, 4.10309)
C (-3.85246, 0.40986, 2.79987)
C (-5.32886, 0.62595, 2.59351)
H (-5.71144, 0.55618, 1.56666)
O (-6.08839, 1.39878, 3.52530)
C (-5.86251, 1.14627, 4.67929)
C (-4.15925, 0.88805, 5.11161)
H (-3.95083, 0.79288, 5.98361)
H (-3.82284, 2.08927, 4.88214)
H (-6.14989, 1.70786, 5.47417)
H (-6.21351, -0.02881, 4.92200)
H (-5.88663, -0.50041, 2.76921)
H (-3.64933, -0.29444, 1.93859)
H (-3.52136, 1.43405, 2.39967)
H (-1.52564, 0.71513, 4.20793)
H (-2.16881, -0.42493, 5.36501)
C (2.39102, 0.14085, 0.95583)
C (2.83776, 0.23487, -0.52502)
H (4.00722, 0.64139, -0.45799)
H (2.12601, 1.20079, -0.91295)
H (2.52135, 0.98753, 1.49543)
H (2.96265, -0.77362, 1.24755)
H (0.13153, 0.23109, 0.28326)
H (-0.13673, -2.33806, -0.24276)
H (1.13976, -2.39456, -2.06011)
H (0.57196, -0.67617, -1.93907)
H (3.19952, -1.66483, -0.90442)
H (2.69156, 1.10399, -3.13235)
H (3.54720, -0.52582, -5.58748)
H (4.42853, 0.65385, -4.83041)
H (1.66629, 1.11430, -6.05383)
H (2.58628, 2.31878, -5.25475)
H (2.86087, 2.49382, -7.83485)
H (3.34174, 0.81021, -7.70598)
H (4.56699, 2.06028, -6.95421)

The gap between HOMO and LUMO comes out at 8.6141 eV. For the highest occupied orbital energy, the calculation gives -8.14 eV.

natural (NBO) population analysis, charges in e, atoms 1 to 2: -0.60, -0.37



C18H34O2 | ωB97M-V with the def2-TZVPD basis set

CARTESIAN COORDINATES (ANGSTROEM)
C (0.30151, 1.71743, 4.77083)
C (0.82995, 1.08908, 3.39508)
C (2.26323, 0.62443, 3.61259)
C (2.96632, 0.11342, 2.25719)
C (3.29004, 1.08800, 1.03485)
C (3.81853, 0.66388, -0.11023)
C (3.96922, 1.78129, -1.28372)
C (2.70449, 1.80938, -1.89905)
C (1.81714, 2.75384, -1.09833)
C (0.43751, 2.63958, -0.94698)
C (-0.46170, 1.50095, -1.06671)
H (-1.25486, 1.82290, -1.57026)
H (0.17574, 0.81055, -2.19331)
C (-0.82875, 0.65630, 0.03203)
C (-1.67641, -0.56927, -0.33710)
C (-1.17793, -1.41382, -1.22756)
C (-2.07770, -2.72758, -1.50212)
C (-3.37214, -2.40726, -2.13075)
C (-4.29560, -3.91042, -2.22137)
C (-5.51430, -3.35666, -2.99681)
O (-5.51830, -3.64314, -4.21814)
O (-6.44688, -2.79559, -2.12609)
H (-7.27093, -2.70646, -2.67923)
H (-4.54776, -4.01125, -1.22877)
H (-3.56962, -4.76744, -2.66852)
H (-3.20928, -2.14705, -3.09510)
H (-3.91391, -1.74029, -1.72507)
H (-2.39372, -3.23548, -0.20739)
H (-1.52183, -3.43847, -1.86180)
H (-1.04648, -1.11133, -2.27746)
H (-0.23984, -1.94837, -0.71784)
H (-2.54800, -0.12747, -0.79978)
H (-2.10895, -0.92521, 0.64238)
H (-1.10579, 1.32608, 0.62397)
H (0.20907, 0.25921, 0.31695)
H (-0.18919, 3.38500, -0.14046)
H (2.29609, 3.54819, -0.78556)
H (2.74126, 2.64422, -2.84919)
H (2.11053, 0.99418, -2.14187)
H (4.61876, 1.24545, -1.77110)
H (4.28030, 2.60169, -0.93329)
H (4.70533, 0.41525, 0.31886)
H (3.21735, -0.17229, -0.38587)
H (2.27825, 1.71392, 0.84538)
H (3.91358, 1.96723, 1.66494)
H (2.23723, -0.71466, 1.82931)
H (3.90910, -0.27447, 2.39762)
H (2.93665, 1.60516, 3.71125)
H (2.48163, -0.12702, 4.46390)
H (0.89949, 2.04131, 2.83307)
H (0.33850, 0.24537, 3.16457)
H (0.43749, 0.83024, 5.58514)
H (-0.77202, 1.77531, 4.66244)
H (0.87761, 2.60217, 5.03446)

The gap between HOMO and LUMO comes out at 9.0162 eV. For the highest occupied orbital energy, the calculation gives -8.37 eV.

natural (NBO) population analysis, charges in e, atoms 1 to 2: -0.60, -0.42



C18H35AlBr2Cl3FMgN3NaO7 | ωB97M-V with the def2-TZVPD basis set

CARTESIAN COORDINATES (ANGSTROEM)
C (-2.75478, 0.97164, -1.15337)
C (-2.44991, -0.45511, -0.42258)
C (-3.01025, -1.56291, -1.46494)
C (-0.86539, -0.53114, -0.27959)
C (-0.53813, -1.86867, 0.55000)
C (1.00737, -2.21648, 0.60938)
C (1.32560, -3.55237, 1.42687)
O (2.46928, -3.43416, 2.30928)
C (2.24816, -2.47435, 3.28430)
O (2.99163, -2.42561, 4.27081)
C (-1.19952, -1.63152, 2.00858)
C (-2.77217, -1.48727, 1.81399)
C (-3.34800, -1.03453, 3.25900)
C (-3.48273, -2.91443, 1.53987)
N (-3.18952, -0.42703, 0.85906)
O (-3.24631, 0.75910, 1.39459)
H (-3.88696, 1.23499, -1.16841)
H (-2.37388, 0.96364, -2.24149)
H (-2.16012, 1.81227, -0.65086)
H (-4.09404, -1.82818, -1.26950)
H (-2.98546, -1.06363, -2.49387)
H (-2.33490, -2.46560, -1.54690)
H (-0.33750, -0.52953, -1.29371)
H (-0.52547, 0.34434, 0.35561)
H (-1.07201, -2.79067, 0.13908)
H (1.36636, -2.39863, -0.46249)
H (1.55924, -1.29299, 0.96816)
H (1.59766, -4.36369, 0.67023)
H (0.39386, -3.95717, 1.95441)
H (1.42153, -1.69376, 3.17431)
H (-0.98637, -2.49577, 2.70960)
H (-0.69130, -0.70389, 2.42026)
H (-4.45191, -0.80219, 3.19578)
H (-3.19713, -1.91931, 3.95978)
H (-2.73375, -0.18562, 3.70922)
H (-3.06770, -3.44963, 0.63791)
H (-3.36672, -3.52295, 2.49916)
H (-4.59966, -2.69034, 1.45458)
Mg (-4.52055, 2.39582, -2.34779)
C (1.61732, 1.62903, 2.81630)
C (2.15580, 1.23310, 1.42527)
O (1.11091, 1.11998, 0.60025)
H (0.93550, 0.87133, 3.21738)
H (2.45627, 1.73304, 3.53067)
H (1.09046, 2.58613, 2.79237)
H (2.77883, 0.33207, 1.60185)
H (2.92879, 1.99019, 1.18716)
C (6.42095, 0.61181, 1.19590)
Cl (5.78049, 2.25117, 1.28312)
Cl (7.77811, 0.39717, 2.33578)
Cl (5.14771, -0.55904, 1.53577)
H (6.79086, 0.43894, 0.18751)
F (9.04720, 1.41663, 0.37671)
Na (2.03621, 0.42122, 5.05838)
Br (9.97551, 0.86837, 2.79533)
C (4.10421, 4.19172, -0.84847)
C (3.93070, 5.47573, -1.66270)
O (4.20238, 5.38947, -2.87377)
O (3.51454, 6.47124, -0.99891)
H (4.45416, 3.36976, -1.47390)
H (4.83097, 4.35436, -0.05182)
H (3.14491, 3.89900, -0.39679)
Al (1.52795, 5.09571, -1.48464)
Br (-5.91152, 0.72471, 0.19841)
C (-4.34719, 0.02611, -6.59391)
O (-4.58233, 0.27277, -5.41295)
N (-3.20998, -0.58940, -6.99783)
N (-5.20570, 0.34824, -7.59052)
H (-2.99887, -0.80027, -7.95599)
H (-2.54794, -0.84477, -6.28512)
H (-6.06226, 0.80613, -7.32893)
H (-5.03353, 0.15566, -8.56024)

Its charge is +1. The gap between HOMO and LUMO (spin up / spin down) comes out at 2.4816 / 2.5252 eV. For the highest occupied orbital energy (spin up / spin down), the calculation gives -9.34 / -9.36 eV. Its spin multiplicity is 2.

Löwdin population analysis, charges in e, atoms 1 to 2: -0.15, -0.40



C18H35B2Br12O4 | ωB97M-V with the def2-TZVPD basis set

CARTESIAN COORDINATES (ANGSTROEM)
C (-0.03137, 0.48946, 0.90549)
C (0.55693, -0.31925, 0.19296)
C (1.42551, -1.21190, -0.79445)
C (1.51842, -0.70449, -2.32944)
O (2.86763, -0.16446, -2.60426)
B (3.43196, -0.05662, -1.22446)
B (3.88789, 1.43602, -0.58956)
O (5.28178, 1.59558, -0.17049)
O (3.04435, 2.57404, -0.37368)
C (2.03596, 2.70854, -1.38837)
C (1.33351, 4.13246, -1.12742)
O (2.75645, -0.98078, -0.26354)
H (-0.30790, 1.48135, 1.34904)
H (1.29846, -2.32435, -0.66682)
H (1.53374, -1.64491, -2.97370)
H (0.69820, 0.04760, -2.52983)
H (4.50945, -0.61501, -1.34505)
H (5.28330, 1.17310, 0.71956)
H (1.21309, 1.93066, -1.31523)
H (2.43288, 2.69488, -2.44377)
H (2.08609, 4.86678, -0.71815)
H (0.97096, 4.53349, -2.11692)
H (0.50635, 4.00533, -0.36853)
Br (-2.57232, -3.09632, 4.43717)
C (-3.82798, -2.20383, 3.24439)
C (-3.16434, -1.79919, 1.95188)
Br (-2.05465, -0.21340, 2.18067)
H (-4.24571, -1.36303, 3.79493)
H (-4.61367, -2.93834, 3.05964)
H (-3.91132, -1.51542, 1.20985)
H (-2.52367, -2.57456, 1.53656)
Br (-4.33087, -4.50341, 0.10311)
C (-5.57616, -3.58138, -1.07424)
C (-4.89915, -3.17047, -2.35650)
Br (-3.76567, -1.60941, -2.07933)
H (-5.98226, -2.74100, -0.51359)
H (-6.37291, -4.29969, -1.27013)
H (-5.63570, -2.86311, -3.09949)
H (-4.26800, -3.95040, -2.77917)
Br (-2.66614, -7.14939, 5.81050)
C (-2.69719, -5.84682, 7.25833)
C (-4.06535, -5.75614, 7.88461)
Br (-5.29054, -4.73974, 6.76271)
H (-2.35146, -4.90179, 6.84294)
H (-1.96724, -6.20965, 7.98248)
H (-4.02098, -5.20770, 8.82588)
H (-4.52453, -6.72794, 8.05711)
Br (-2.18977, 1.72688, -2.46428)
C (-3.78674, 2.51413, -3.25034)
C (-4.04813, 1.96348, -4.62926)
Br (-2.84880, 2.75153, -5.94726)
H (-3.64814, 3.59390, -3.23726)
H (-4.59801, 2.24796, -2.57168)
H (-5.05143, 2.22827, -4.96469)
H (-3.92204, 0.88373, -4.69078)
Br (4.56160, 4.15995, -4.38885)
C (5.57834, 2.65001, -5.08978)
C (4.76089, 1.38027, -5.07013)
Br (4.63527, 0.62666, -3.26972)
H (6.49030, 2.58090, -4.50043)
H (5.83275, 2.93213, -6.11420)
H (5.24493, 0.60589, -5.66772)
H (3.73946, 1.52304, -5.42500)
Br (2.37962, 3.02796, 3.12332)
C (3.98027, 4.07615, 3.48063)
C (5.20036, 3.43656, 2.86795)
Br (5.80317, 1.90862, 3.91837)
H (4.04969, 4.19241, 4.56107)
H (3.79073, 5.04914, 3.02626)
H (6.04034, 4.13169, 2.87048)
H (5.03392, 3.07806, 1.85160)

Its charge is -1. The gap between HOMO and LUMO comes out at 5.2365 eV. For the highest occupied orbital energy, the calculation gives -3.64 eV.

Löwdin population analysis, charges in e, atoms 1 to 2: -0.21, -0.04



C18H35BBr14I2O5 | ωB97M-V with the def2-TZVPD basis set

CARTESIAN COORDINATES (ANGSTROEM)
C (4.00895, 0.48301, 3.15940)
C (3.52780, -0.35678, 1.98074)
I (4.98802, -0.44969, 0.40308)
C (2.96027, -1.73062, 2.43240)
I (4.14417, -3.39308, 1.70832)
O (1.66534, -1.93751, 1.90155)
C (0.70806, -1.38840, 2.66261)
O (0.68550, -1.39890, 3.86562)
O (-0.31362, -0.84605, 1.94497)
B (-0.09063, 0.53591, 1.79762)
O (-0.28473, 1.42133, 2.83844)
O (0.33052, 0.98260, 0.58073)
H (5.08090, 0.61779, 3.20704)
H (3.53908, 1.47397, 3.08767)
H (3.66050, 0.01152, 4.07432)
H (2.69421, 0.16624, 1.52357)
H (3.00095, -1.86259, 3.49965)
H (0.50371, 1.37601, 3.39509)
H (0.94919, 1.69771, 0.76767)
Br (2.85633, -1.15089, -5.44772)
C (3.30060, -2.73485, -4.40310)
C (2.55654, -2.74836, -3.09288)
Br (3.34487, -1.49904, -1.80346)
H (4.37961, -2.74285, -4.28540)
H (3.00086, -3.57688, -5.02121)
H (2.62826, -3.72521, -2.61861)
H (1.50972, -2.47855, -3.19566)
Br (-2.55966, 0.74426, -2.48753)
C (-2.60347, 1.74355, -0.82167)
C (-3.59638, 1.16469, 0.14835)
Br (-5.42624, 1.62477, -0.33465)
H (-2.81419, 2.77582, -1.07942)
H (-1.59504, 1.66905, -0.42004)
H (-3.44851, 1.58599, 1.14042)
H (-3.54831, 0.08242, 0.20520)
Br (2.59596, 3.30568, 2.59758)
C (1.26934, 4.20660, 3.70688)
C (1.74402, 4.30777, 5.12681)
Br (1.59194, 2.59132, 6.03407)
H (0.34295, 3.65037, 3.60373)
H (1.14678, 5.19377, 3.26753)
H (1.11497, 4.99338, 5.68897)
H (2.77996, 4.61890, 5.20690)
Br (-9.25502, 1.22423, 4.43605)
C (-9.55904, 1.11700, 2.51721)
C (-8.58304, 1.96856, 1.75201)
Br (-9.04233, 3.85622, 1.85979)
H (-10.59155, 1.40043, 2.34532)
H (-9.42418, 0.06768, 2.26570)
H (-8.61698, 1.72623, 0.69250)
H (-7.56447, 1.87185, 2.10987)
Br (-1.56033, -5.43577, -3.82997)
C (-2.82002, -4.66599, -2.56492)
C (-2.62929, -3.17525, -2.46797)
Br (-1.04095, -2.73834, -1.42825)
H (-2.66961, -5.17267, -1.61799)
H (-3.80760, -4.90783, -2.95060)
H (-3.46026, -2.71433, -1.93876)
H (-2.51288, -2.70059, -3.43623)
Br (2.35576, -5.84527, -7.41173)
C (2.77539, -7.43827, -6.37608)
C (2.03378, -7.45286, -5.06801)
Br (2.83052, -6.22397, -3.78942)
H (3.85230, -7.45833, -6.25028)
H (2.46736, -8.27587, -6.99738)
H (2.09861, -8.43398, -4.60353)
H (0.99094, -7.17102, -5.16652)
Br (1.03373, 7.56530, 1.65361)
C (2.19905, 7.79580, 0.11036)
C (3.11900, 6.62055, -0.08035)
Br (4.58555, 6.63805, 1.19616)
H (2.73216, 8.72829, 0.25852)
H (1.52706, 7.89353, -0.73882)
H (3.59124, 6.66692, -1.05866)
H (2.61601, 5.66553, 0.03278)

The gap between HOMO and LUMO comes out at 8.3831 eV. For the highest occupied orbital energy, the calculation gives -8.52 eV.

Löwdin population analysis, charges in e, atoms 1 to 2: -0.19, -0.75



C18H35F6N2O12P2S2Ti | ωB97M-V with the def2-TZVPD basis set

CARTESIAN COORDINATES (ANGSTROEM)
Ti (0.75750, 1.42496, -0.40833)
C (1.31421, 3.59649, 2.97030)
F (0.75792, 2.40671, 3.15758)
F (0.33450, 4.48158, 3.20726)
F (2.35123, 3.72685, 3.80858)
S (2.01312, 3.70945, 1.14207)
O (2.69353, 4.98403, 1.11505)
O (2.83577, 2.50658, 0.96823)
N (0.52360, 3.49902, 0.26285)
S (0.32989, 4.94033, -0.30763)
O (0.21875, 5.98779, 0.74721)
O (1.12253, 5.29441, -1.49421)
C (-1.50595, 4.77840, -0.99054)
F (-1.44383, 3.90000, -1.97638)
F (-2.27115, 4.30749, -0.00295)
F (-1.98576, 5.95317, -1.43019)
C (4.60440, -3.44909, -1.90019)
C (4.01465, -3.38581, -0.47501)
O (3.42202, -2.14874, -0.26787)
P (2.24352, -1.92520, 0.80552)
O (1.45657, -0.68702, 0.60770)
O (2.94642, -2.04821, 2.24422)
C (3.64699, -0.86210, 2.63734)
C (2.83509, -0.08233, 3.68574)
O (1.34474, -3.26818, 0.76653)
C (0.17116, -3.32766, 1.55913)
C (0.09627, -4.59054, 2.35699)
H (3.80736, -3.75172, -2.57933)
H (4.86383, -2.48243, -2.33189)
H (5.45234, -4.13322, -1.93297)
H (3.22922, -4.09634, -0.21742)
H (4.80938, -3.63881, 0.22677)
H (4.58738, -1.12997, 3.11902)
H (3.98971, -0.33638, 1.74612)
H (1.77428, 0.10747, 3.52221)
H (2.95305, -0.50466, 4.68365)
H (3.25162, 0.92210, 3.76145)
H (-0.09870, -2.41146, 2.08435)
H (-0.61733, -3.37967, 0.80834)
H (-0.08763, -5.40219, 1.65307)
H (0.97047, -4.71380, 2.99626)
H (-0.80110, -4.63624, 2.97403)
C (-3.38470, 1.87796, -3.50971)
C (-3.87259, 0.49500, -3.01734)
O (-3.93691, 0.40624, -1.62189)
P (-2.66644, -0.14583, -0.75653)
O (-1.36112, 0.50818, -0.99379)
O (-3.13302, -0.03273, 0.83434)
C (-2.80527, 1.20398, 1.55324)
C (-3.52692, 1.16452, 2.99253)
O (-2.78714, -1.79935, -1.02327)
C (-3.87767, -2.56808, -0.52357)
C (-3.59568, -4.04088, -0.58795)
H (-3.34268, 1.95264, -4.59634)
H (-3.90345, 2.76040, -3.13516)
H (-2.33804, 2.03958, -3.25187)
H (-4.80360, 0.23099, -3.51897)
H (-3.15954, -0.22472, -3.41939)
H (-1.72260, 1.33018, 1.55183)
H (-3.26268, 2.04969, 1.03978)
H (-2.99916, 0.34059, 3.47285)
H (-3.48250, 2.09607, 3.55674)
H (-4.55382, 0.86539, 2.78254)
H (-3.96512, -2.32738, 0.53592)
H (-4.86938, -2.36541, -0.92796)
H (-3.45940, -4.30931, -1.63556)
H (-2.77015, -4.40961, 0.02085)
H (-4.49924, -4.58438, -0.31177)
N (0.65458, 0.16338, -3.36772)
C (0.74072, 1.50212, -3.29485)
C (1.92394, 1.82110, -2.55212)
C (2.51265, 0.62500, -2.25381)
C (1.77440, -0.38736, -2.74555)
H (-0.07475, -0.34313, -3.84900)
H (-0.01870, 2.09514, -3.78271)
H (2.23522, 2.83956, -2.37259)
H (3.40681, 0.46112, -1.67069)
H (2.01207, -1.42584, -2.92294)

The gap between HOMO and LUMO (spin up / spin down) comes out at 4.3820 / 8.6668 eV. For the highest occupied orbital energy (spin up / spin down), the calculation gives -4.25 / -8.55 eV. Its spin multiplicity is 4.

Löwdin population analysis, charges in e, atoms 1 to 2: 0.62, -0.62



Total energy for every record listed, in sequence, given in Ha: -965.682316 -856.228768 -8630.385752 -31945.591870 -37739.599070 -4647.067220.